(1)
ORCA calculation (wB97M-V/def2-TZVPD) on a molecular structure, C26H37ClMoN5O5.

Results
Spin multiplicity ... 3
Frontier orbital gap (alpha / beta) ... 0.276 / 0.261 hartree
Molecular weight ... 631.00 g mol⁻¹
Charge ... +1
Electronic energy ... -2191.09057 hartree
Maximum force ... 0.7 eV/A
<S²> ... 2.022

Last column: Mulliken charge in e.
Positions of all 75 atoms, in Å:
Mo -0.03 0.59 0.01  0.400
C -0.91 -0.20 -1.98  -0.673
C 0.04 -1.17 -1.54  0.398
C -0.50 -1.70 -0.31  1.205
C -1.73 -0.99 -0.07  -0.179
C -2.02 -0.10 -1.11  0.547
C -3.27 0.72 -1.34  1.414
C -3.99 0.10 -2.54  -1.789
C -4.19 0.66 -0.12  -1.638
C -2.91 2.17 -1.65  -1.605
C -0.16 -2.95 0.51  1.706
C -0.98 -3.04 1.80  -1.903
C 1.32 -3.09 0.86  -1.772
C -0.64 -4.16 -0.33  -1.636
C 1.31 -1.46 -2.37  1.702
C 2.61 -1.10 -1.64  -1.907
C 1.36 -2.94 -2.81  -1.990
C 1.28 -0.64 -3.66  -2.119
H -0.81 0.38 -2.88  0.762
H -2.37 -1.16 0.79  0.564
H -4.24 -0.95 -2.36  0.365
H -3.38 0.15 -3.45  0.326
H -4.92 0.64 -2.74  0.471
H -4.54 -0.36 0.06  0.349
H -5.07 1.28 -0.29  0.448
H -3.69 1.02 0.78  0.171
H -2.29 2.25 -2.54  0.284
H -2.37 2.64 -0.82  0.120
H -3.82 2.75 -1.82  0.567
H -0.82 -2.21 2.48  0.102
H -0.69 -3.95 2.32  0.534
H -2.05 -3.12 1.60  0.404
H 1.68 -2.22 1.41  0.241
H 1.95 -3.23 -0.01  0.252
H 1.45 -3.97 1.50  0.561
H -1.71 -4.08 -0.55  0.351
H -0.49 -5.07 0.25  0.466
H -0.11 -4.27 -1.27  0.267
H 2.62 -1.38 -0.59  0.115
H 2.79 -0.02 -1.69  0.211
H 3.45 -1.59 -2.14  0.635
H 1.63 -3.61 -2.00  0.301
H 2.12 -3.04 -3.58  0.557
H 0.41 -3.27 -3.23  0.388
H 1.22 0.44 -3.47  0.276
H 0.46 -0.92 -4.32  0.367
H 2.21 -0.82 -4.21  0.472
Cl 6.12 4.73 -0.85  -0.197
C 4.84 3.62 -0.49  0.007
C 5.05 2.64 0.51  -0.461
C 4.08 1.74 0.85  -1.121
C 2.82 1.78 0.20  0.418
O 1.90 0.94 0.58  0.138
C 2.63 2.74 -0.82  1.253
C 1.44 2.78 -1.57  -0.402
O 0.46 2.00 -1.48  -0.434
C 3.65 3.67 -1.14  -1.014
H 6.01 2.61 1.02  0.447
H 4.24 1.00 1.62  0.478
H 1.34 3.55 -2.34  0.324
H 3.48 4.40 -1.92  0.488
N -1.80 1.55 4.79  -0.218
C -0.84 0.74 5.23  0.501
N -0.68 0.57 6.55  -0.359
N -0.02 0.04 4.45  -0.843
C -0.09 0.08 3.18  0.919
N -0.08 0.00 2.02  0.103
H -2.33 2.10 5.44  0.230
H -1.88 1.78 3.80  0.096
H -1.22 1.07 7.23  0.198
H 0.06 -0.04 6.86  0.246
O -2.10 2.01 1.99  -0.685
N -1.10 2.73 1.87  0.923
O -0.83 3.66 2.60  -0.620
O -0.32 2.51 0.85  -0.502

---

(2)
ORCA calculation (wB97M-V/def2-TZVPD) on 2 unconnected molecules or ions with the total composition C6H6O3.

Results
Frontier orbital gap ... 0.336 hartree
Molecular weight ... 126.11 g mol⁻¹
Electronic energy ... -457.84496 hartree
Energy above the lowest of the compared OMol25 structures with the same formula, charge and spin ... 242.0 kJ/mol
Maximum force ... 1.3 eV/A

Last column: Mulliken charge in e.
Positions of all 15 atoms, in Å:
C 1.16 -1.30 0.23  -0.958
C -2.01 0.68 0.10  -1.351
C 2.20 -0.35 -0.09  0.612
C -0.18 -1.13 -0.34  0.807
C -0.55 0.32 -0.01  0.300
C 0.41 1.26 -0.31  -0.138
O 1.69 0.98 -0.43  -0.349
O 3.39 -0.45 0.01  -0.531
O -0.98 -1.98 -0.62  -0.553
H 0.20 2.32 -0.38  0.402
H 1.53 -2.31 0.40  0.336
H 0.28 -0.32 1.05  0.445
H -2.55 0.31 -0.77  0.295
H -2.45 0.21 0.98  0.290
H -2.15 1.76 0.17  0.393

---

(3)
ORCA calculation (wB97M-V/def2-TZVPD) on a gas-phase ion, C3H4NO2 (charge +1).

Results
Frontier orbital gap ... 0.389 hartree
Structure (SMILES) ... [NH3+]C(=O)C=C=O
Molecular weight ... 86.07 g mol⁻¹
Charge ... +1
Electronic energy ... -321.63231 hartree
Energy above the lowest of the compared OMol25 structures with the same formula, charge and spin ... 89.5 kJ/mol
Maximum force ... 3.1 eV/A

Last column: Mulliken charge in e.
Positions of all 10 atoms, in Å:
C -1.00 -0.64 0.31  -0.785
C -2.04 0.02 -0.18  0.820
C 0.39 -0.69 0.08  0.558
N 1.27 0.78 -0.17  -0.477
O 1.14 -1.59 0.15  -0.358
O -2.92 0.68 -0.44  -0.146
H -1.31 -1.62 0.82  0.314
H 1.25 1.34 0.67  0.351
H 1.09 1.44 -1.04  0.392
H 2.13 0.28 -0.20  0.330

---

(4)
ORCA calculation (wB97M-V/def2-TZVPD) on a single C25H27ClN4O2 molecule.

Results
Frontier orbital gap ... 0.279 hartree
Structure (SMILES) ... COc1ccc(N2CCN([C@H](CNC(=O)c3cccc(Cl)c3)c3cccnc3)CC2)cc1
Molecular weight ... 450.97 g mol⁻¹
Electronic energy ... -1798.54939 hartree
Energy above the lowest of the compared OMol25 structures with the same formula, charge and spin ... 19.2 kJ/mol
Maximum force ... 0.6 eV/A

Last column: Mulliken charge in e.
Positions of all 59 atoms, in Å:
C 4.29 6.22 4.31  -0.821
H 3.33 6.13 4.84  0.328
O 4.11 6.23 2.92  -0.465
C 3.55 5.12 2.33  0.785
C 3.40 5.16 0.95  -0.812
C 2.85 4.10 0.27  -0.115
C 2.41 2.95 0.93  0.667
C 2.58 2.92 2.31  -0.700
C 3.14 3.98 3.01  -0.682
H 3.25 3.89 4.08  0.376
H 2.27 2.06 2.89  0.214
N 1.91 1.88 0.19  0.004
C 0.91 2.14 -0.83  -0.829
C -0.49 2.15 -0.21  -0.976
N -0.83 0.92 0.48  0.281
C 0.21 0.56 1.43  -0.727
C 1.62 0.61 0.83  -1.176
H 2.37 0.41 1.60  0.511
H 1.72 -0.16 0.06  0.445
H 0.01 -0.43 1.84  0.195
H 0.14 1.29 2.25  0.637
C -1.45 -0.12 -0.31  -0.650
C -0.53 -1.01 -1.13  1.103
C 0.19 -2.07 -0.59  -0.248
N 0.99 -2.84 -1.30  -0.735
C 1.12 -2.61 -2.60  -0.517
C 0.45 -1.58 -3.25  -0.625
C -0.39 -0.78 -2.50  -0.293
H -0.94 0.02 -2.97  0.443
H 0.58 -1.42 -4.31  0.437
H 1.79 -3.27 -3.13  0.407
H 0.13 -2.33 0.45  0.476
C -2.38 -0.97 0.59  -1.525
N -2.98 -2.06 -0.15  -0.043
C -2.63 -3.35 0.08  0.554
O -1.94 -3.68 1.03  -0.626
C -3.14 -4.32 -0.92  0.369
C -4.40 -4.20 -1.49  -0.378
C -4.82 -5.15 -2.42  0.157
C -4.00 -6.20 -2.79  -0.496
C -2.74 -6.31 -2.21  -0.569
C -2.32 -5.39 -1.28  -0.729
H -1.35 -5.47 -0.81  0.446
H -2.10 -7.13 -2.49  0.395
H -4.34 -6.92 -3.51  0.425
Cl -6.39 -5.00 -3.12  -0.223
H -5.07 -3.41 -1.20  0.557
H -3.47 -1.83 -1.00  0.311
H -3.16 -0.32 1.00  0.384
H -1.83 -1.42 1.41  0.365
H -2.11 0.40 -1.03  0.515
H -1.25 2.36 -0.97  0.490
H -0.53 2.96 0.54  0.465
H 1.10 3.10 -1.31  0.403
H 0.99 1.35 -1.58  0.401
H 2.78 4.16 -0.81  0.443
H 3.73 6.04 0.42  0.408
H 4.96 5.42 4.63  0.327
H 4.74 7.19 4.55  0.234

---

(5)
ORCA calculation (wB97M-V/def2-TZVPD) on 7 unconnected molecules or ions with the total composition C20H40Cl8O3.

Results
Frontier orbital gap ... 0.361 hartree
Structure (SMILES) ... C1CCOC1.C1CCOC1.C1CCOC1.ClCCCl.ClCCCl.ClCCCl.ClCCCl
Molecular weight ... 612.16 g mol⁻¹
Electronic energy ... -4693.23598 hartree
Energy above the lowest of the compared OMol25 structures with the same formula, charge and spin ... 0.0 kJ/mol
Maximum force ... 3.0 eV/A

Last column: Mulliken charge in e.
Positions of all 71 atoms, in Å:
Cl 3.51 1.97 4.17  -0.199
C 3.51 1.29 2.52  0.356
C 4.86 0.49 2.35  -0.385
Cl 6.35 1.48 2.36  -0.195
H 3.33 2.04 1.74  0.130
H 2.63 0.65 2.43  -0.279
H 4.86 -0.04 1.40  0.166
H 4.91 -0.33 3.06  0.431
Cl -0.46 0.29 3.55  -0.194
C -0.53 -1.27 2.68  0.430
C -1.18 -2.31 3.58  -0.651
Cl -1.38 -3.95 2.92  -0.202
H 0.46 -1.53 2.31  0.216
H -1.10 -1.07 1.77  -0.387
H -2.19 -2.01 3.85  0.336
H -0.77 -2.35 4.59  0.446
Cl -3.02 2.57 -0.92  -0.191
C -3.23 0.91 -1.44  -0.054
C -2.80 0.71 -2.94  -0.383
Cl -1.08 0.98 -3.16  -0.160
H -4.29 0.66 -1.41  0.540
H -2.71 0.23 -0.75  -0.367
H -3.49 1.29 -3.55  0.433
H -2.93 -0.36 -3.08  0.117
Cl 3.36 -2.74 -4.11  -0.170
C 2.59 -2.21 -5.60  -0.441
C 1.37 -1.30 -5.33  -0.403
Cl -0.06 -2.18 -4.63  -0.151
H 2.22 -3.13 -6.06  0.336
H 3.32 -1.63 -6.17  0.301
H 0.96 -0.87 -6.24  0.422
H 1.62 -0.40 -4.76  0.197
C -1.51 -3.99 -0.72  -0.382
C -2.88 -4.32 -0.19  -0.681
C -3.52 -2.93 -0.02  -0.249
O -3.04 -2.28 -1.21  -0.424
C -1.74 -2.69 -1.47  0.691
H -1.05 -4.76 -1.34  0.384
H -0.87 -3.79 0.14  0.077
H -2.80 -4.91 0.72  0.379
H -3.59 -4.81 -0.86  0.280
H -3.27 -2.46 0.93  -0.008
H -4.61 -2.86 0.01  0.351
H -0.98 -1.99 -1.14  -0.098
H -1.63 -2.80 -2.55  -0.334
C 2.23 1.58 -1.17  -0.645
C 2.34 0.27 -1.96  0.743
C 2.14 -0.72 -0.86  -0.512
O 1.39 -0.06 0.15  -0.326
C 1.09 1.29 -0.24  0.814
H 2.08 2.45 -1.80  0.433
H 3.17 1.77 -0.65  0.244
H 3.26 0.24 -2.55  0.440
H 1.54 0.18 -2.70  -1.013
H 3.09 -1.04 -0.44  0.173
H 1.63 -1.62 -1.21  0.175
H 1.00 2.01 0.57  -0.199
H 0.13 1.39 -0.74  -0.410
C -1.37 3.78 3.74  -0.861
C -1.84 3.57 2.34  -0.025
C -0.86 4.43 1.47  -0.418
O 0.34 4.38 2.29  -0.478
C 0.19 3.89 3.60  0.194
H -1.68 3.02 4.46  0.341
H -1.72 4.72 4.15  0.312
H -2.90 3.76 2.13  0.435
H -1.69 2.51 2.12  -0.093
H -1.31 5.43 1.44  0.376
H -0.72 4.05 0.46  0.208
H 0.65 4.54 4.33  0.282
H 0.66 2.90 3.68  -0.224

---

(6)
ORCA calculation (wB97M-V/def2-TZVPD) on a molecular structure, C10H8N3O6Yb.

Results
Spin multiplicity ... 2
Frontier orbital gap (alpha / beta) ... 0.288 / 0.258 hartree
Molecular weight ... 439.23 g mol⁻¹
Charge ... +2
Electronic energy ... -2159.49291 hartree
Energy above the lowest of the compared OMol25 structures with the same formula, charge and spin ... 518.4 kJ/mol
Maximum force ... 8.5 eV/A
<S²> ... 0.768

Last column: Mulliken charge in e.
Positions of all 28 atoms, in Å:
O 0.87 3.65 3.67  -0.134
C 0.87 3.17 2.67  0.132
Yb -1.83 0.00 -0.16  0.996
O -0.59 0.06 3.83  -0.155
C -1.06 0.04 2.74  0.172
C -4.24 1.12 0.67  0.136
O -5.24 1.59 0.56  -0.035
C -2.16 2.94 0.88  0.095
O -1.49 3.51 0.06  -0.208
C -1.89 1.97 2.15  0.524
O -1.87 2.82 3.06  -0.267
H -2.12 -1.35 -1.74  0.023
C 0.85 -3.69 -1.41  -1.014
N 1.13 -2.27 -1.23  0.036
C 2.26 -1.67 -1.72  -0.166
C 2.45 -0.33 -1.50  -0.892
C 1.48 0.40 -0.78  0.981
N 0.38 -0.21 -0.26  -0.218
C 0.23 -1.54 -0.54  0.639
O -0.91 -2.04 -0.20  -0.686
N 1.50 1.72 -0.61  -0.231
H 0.79 -3.94 -2.47  0.384
H -0.11 -3.90 -0.94  0.321
H 1.63 -4.30 -0.95  0.384
H 2.91 -2.35 -2.27  0.507
H 3.33 0.16 -1.91  0.385
H 2.22 2.28 -1.00  0.273
H 0.63 2.18 -0.61  0.017